7
Properties=species:S:1:pos:R:3:forces:R:3 method="wB97M-V/def2-TZVPD" homo_energy_ev="-10.80 / -10.80" largest_force_ev_per_a=1.2 spin_multiplicity=2 charge=0 s2=0.7556 e_above_lowest_kj_mol=14.6
O 0.0048 -1.8829 -1.1764 0.2 0.5 0.3
H 0.4056 -2.0336 -0.3131 0.0 -0.4 -0.1
O -0.4525 1.3351 1.8219 0.2 0.0 0.4
C -0.0853 1.1373 0.6275 -0.4 0.5 -1.0
O -0.5177 0.5325 -0.3164 -0.1 0.3 0.4
H 0.7961 1.8308 0.4626 0.1 0.0 0.5
H -0.1510 -0.9194 -1.1061 -0.1 -0.8 -0.5

***

67
Properties=species:S:1:pos:R:3:forces:R:3 method="wB97M-V/def2-TZVPD" smiles="CCN([PH2]=S)S(=O)(=O)F.COC[C@@H](C)N.COC[C@@H](C)N.COC[C@@H](C)N" homo_energy_ev=-9.08 largest_force_ev_per_a=0.5 charge=0
C 2.6958 -2.6165 1.0294 -0.3 0.1 -0.2
C 1.3005 -2.9363 1.5703 0.1 0.0 -0.2
N 1.2851 -3.8436 2.7718 -0.4 0.3 -0.1
P -0.2800 -4.5656 3.0228 -0.2 0.2 0.3
S -1.6682 -3.6341 3.9613 0.1 0.0 -0.1
S 1.9768 -3.0937 4.0785 0.1 -0.4 -0.2
O 1.4047 -1.8194 4.3020 0.0 0.1 0.2
O 3.3798 -3.2738 4.0482 0.0 0.0 0.1
F 1.4306 -4.0779 5.1665 0.0 0.1 0.0
H 2.9710 -3.3277 0.2518 0.1 -0.1 0.1
H 3.4602 -2.6137 1.7983 0.0 0.1 0.0
H 2.6471 -1.6335 0.5610 0.1 0.0 0.0
H 0.7343 -2.0279 1.7826 0.1 0.0 0.2
H 0.7537 -3.4763 0.7992 0.0 0.0 0.0
H 0.0976 -5.8075 3.5393 0.0 -0.1 0.0
H -0.5769 -4.8120 1.6810 0.2 -0.2 -0.1
C 3.0935 0.6041 -1.5995 0.0 -0.1 0.1
O 1.8893 -0.0787 -1.3009 0.0 0.0 0.0
C 0.7095 0.6990 -1.3874 -0.1 0.0 0.1
C 0.1507 0.8615 -2.8044 0.1 0.0 -0.1
C 0.9312 1.8389 -3.6773 0.0 0.1 0.0
N 0.0306 -0.4168 -3.5138 -0.1 0.0 0.2
H 3.0495 1.6460 -1.2695 0.0 0.0 0.0
H 3.3269 0.5741 -2.6661 0.0 0.1 0.0
H 3.8955 0.0995 -1.0608 0.0 0.0 0.0
H -0.0327 0.1641 -0.7886 0.0 0.0 0.0
H 0.8678 1.6770 -0.9149 0.0 0.0 -0.1
H -0.8616 1.2627 -2.6831 0.0 0.0 0.1
H 1.8532 1.3934 -4.0510 0.0 0.0 0.0
H 0.3365 2.1228 -4.5452 0.0 0.0 0.0
H 1.1864 2.7462 -3.1271 0.0 0.0 0.0
H -0.5952 -1.0299 -2.9989 0.0 0.0 0.0
H 0.9319 -0.8850 -3.4825 0.0 0.0 -0.1
C 0.8676 1.1068 6.0941 -0.1 0.0 0.0
O 0.5725 2.4910 6.1471 0.0 0.0 0.0
C 1.6932 3.3482 6.1116 0.0 0.1 0.0
C 2.2544 3.6120 4.7079 0.0 -0.1 -0.1
C 3.0508 2.4480 4.1263 0.1 0.0 0.0
N 1.2156 4.0032 3.7513 0.0 0.0 0.1
H 1.7916 0.8746 6.6329 0.0 0.0 0.0
H 0.9542 0.7480 5.0674 0.1 0.0 0.0
H 0.0423 0.5768 6.5677 0.0 0.0 0.0
H 1.3435 4.2988 6.5228 0.0 0.0 0.0
H 2.4813 2.9709 6.7780 0.0 0.0 0.0
H 2.9387 4.4606 4.8101 0.0 0.0 0.0
H 2.3963 1.6565 3.7609 0.0 0.0 0.0
H 3.6480 2.7918 3.2821 0.0 0.0 0.0
H 3.7247 2.0158 4.8682 0.0 0.0 0.0
H 0.7659 4.8568 4.0670 0.0 0.0 0.0
H 0.4841 3.2981 3.7808 0.0 0.0 0.0
C -6.0126 0.1212 -3.9940 0.0 0.0 0.1
O -4.6718 0.1002 -3.5478 0.0 0.0 0.0
C -3.8618 -0.9176 -4.1002 0.1 -0.1 0.0
C -3.2780 -0.6058 -5.4828 -0.1 0.1 -0.1
C -4.2868 -0.7170 -6.6217 0.0 -0.1 0.0
N -2.6323 0.7055 -5.5382 0.0 0.0 0.2
H -6.3889 -0.8923 -4.1657 0.0 0.0 0.0
H -6.1315 0.7043 -4.9106 0.0 0.0 0.0
H -6.6084 0.5883 -3.2106 0.0 0.0 0.0
H -3.0285 -1.0296 -3.4011 0.0 0.0 0.0
H -4.4110 -1.8696 -4.1142 0.0 0.0 0.0
H -2.4986 -1.3549 -5.6546 0.0 0.0 0.0
H -4.9446 0.1517 -6.6601 0.0 0.0 0.0
H -3.7642 -0.7689 -7.5760 0.0 0.0 0.0
H -4.9059 -1.6110 -6.5220 0.0 0.0 0.0
H -1.8754 0.7190 -4.8587 0.1 0.0 -0.2
H -3.2993 1.3991 -5.2104 0.0 0.0 -0.1

***

65
Properties=species:S:1:pos:R:3:forces:R:3 method="wB97M-V/def2-TZVPD" homo_energy_ev=-4.73 largest_force_ev_per_a=3.7 charge=-1 e_above_lowest_kj_mol=0.0
Al 9.1674 10.2137 8.8870 0.1 -0.6 -0.1
C 5.6268 11.6625 7.3761 0.9 1.2 1.2
C 7.0983 11.7275 7.8608 -0.9 2.1 -0.1
O 7.4943 10.6212 8.4096 -0.2 1.1 -0.5
C 7.8075 12.9682 7.7651 -0.6 -3.6 0.4
C 9.1348 13.0666 8.2164 0.8 1.1 0.1
C 9.8544 14.4089 8.1089 0.4 0.1 0.3
N 9.7533 12.0512 8.7578 0.2 0.4 0.0
N 11.0709 12.2637 9.2459 -1.3 -1.0 -0.3
C 11.4067 11.1750 9.8702 0.4 0.4 0.4
O 10.5593 10.1624 10.0770 0.9 0.6 0.0
C 12.7843 11.1425 10.4245 -0.5 -0.9 1.1
C 13.1873 10.1331 11.3312 -2.0 0.0 -1.8
C 14.4706 10.0633 11.7451 0.5 -0.2 0.4
C 15.3361 11.0635 11.3903 0.8 1.8 0.0
C 14.9398 12.1721 10.5873 0.8 -0.7 -0.1
C 13.6473 12.1548 10.0471 1.0 -0.4 0.7
H 5.5664 10.8242 6.7370 -0.3 -0.8 -1.0
H 4.9827 11.4692 8.2288 0.1 -0.3 0.3
H 5.2122 12.5989 6.9693 0.6 -0.4 -0.3
H 7.3657 13.7802 7.2698 -0.6 0.8 -0.5
H 9.3730 15.1595 7.4826 -0.7 -0.3 0.1
H 9.9472 14.8566 9.1432 0.4 -0.6 -1.2
H 10.8201 14.2603 7.5813 -0.2 0.0 1.0
H 12.5208 9.2974 11.5422 0.0 0.4 0.1
H 14.7759 9.2169 12.3428 0.2 0.0 0.1
H 16.3274 11.0105 11.8365 0.1 0.2 -0.4
H 15.7101 12.9448 10.2947 -1.1 -1.0 0.4
H 13.2663 12.8189 9.3034 0.2 0.6 -0.2
C 10.6702 5.6862 7.9020 -0.8 -0.6 -0.7
C 9.5663 6.7473 7.9208 0.0 -0.6 0.9
O 8.2464 6.1660 7.7727 0.0 0.3 -0.5
P 9.3797 7.3675 9.5856 -0.7 0.8 1.8
O 10.6791 7.5833 10.4005 1.2 1.1 -0.3
O 8.7468 6.2576 10.5301 -0.1 -0.3 -0.7
O 8.4962 8.6066 9.6253 0.4 0.1 -0.4
P 9.8418 8.1218 6.6891 -2.1 -1.3 -0.9
O 11.2415 7.8268 6.1055 1.2 0.1 -0.2
O 8.6828 7.8896 5.7449 1.4 0.7 1.0
O 9.9484 9.4090 7.4884 -0.1 0.8 0.1
H 10.4293 4.8178 8.5410 0.1 0.5 -0.1
H 11.6119 6.1313 8.1588 0.5 0.2 0.4
H 10.7710 5.3208 6.8770 0.0 0.0 0.1
H 7.8001 6.7131 7.0824 0.4 -0.3 0.1
H 10.9525 8.5695 10.3616 -0.3 -0.8 -0.1
H 8.0036 5.8668 10.0606 -0.4 -0.3 -0.1
H 12.0319 8.1341 6.6871 -0.5 0.0 -0.5
S 17.9462 6.3626 9.6426 -0.3 0.3 -0.2
C 16.8197 7.4870 9.1198 0.0 0.8 0.3
S 15.2657 7.1502 8.5065 -0.8 -1.1 0.0
C 14.8959 8.8204 8.2125 -0.1 0.7 -0.2
N 15.9151 9.6014 8.4508 -0.8 -0.7 0.5
N 16.8846 8.8597 9.0998 1.6 -0.2 -0.7
C 18.1144 9.5420 9.2596 1.0 0.6 1.8
C 18.8240 9.4115 10.4676 -0.4 0.3 -0.4
C 20.0040 10.1055 10.7050 -0.2 -0.2 -1.3
C 20.5304 10.9661 9.7188 -1.4 0.3 -0.1
C 19.7424 11.2250 8.5775 0.5 -0.8 -0.3
C 18.5611 10.4830 8.3656 0.4 0.6 0.1
S 13.3370 9.3554 7.7560 0.0 -0.2 -0.4
H 18.3326 8.8625 11.2491 0.3 -0.5 0.2
H 20.5192 9.8648 11.6094 0.4 0.3 0.5
H 21.3988 11.5805 9.9083 0.3 -0.2 0.0
H 20.1134 11.8780 7.7469 -0.5 -0.4 1.1
H 17.8747 10.7113 7.5908 -0.1 0.2 -1.0

***

48
Properties=species:S:1:pos:R:3:forces:R:3 method="wB97M-V/def2-TZVPD" homo_energy_ev=-12.26 largest_force_ev_per_a=9.8 charge=+1 e_above_lowest_kj_mol=1219.4
C 1.8865 -4.2906 1.0870 -0.7 1.0 -0.2
C 2.2775 -4.1819 -0.5003 -0.3 -1.1 0.1
C 2.4225 -2.6581 -1.0836 0.7 -0.4 -0.9
C 1.1378 -2.3533 -2.0985 0.9 -2.1 -0.4
N 0.9560 -0.9095 -2.4557 -1.4 4.1 0.0
N 1.4094 -0.4033 -3.6957 0.6 3.8 -3.6
C 1.1473 1.0539 -4.0062 -1.8 -1.9 5.9
O 1.4334 1.8924 -5.1803 -0.1 -3.1 3.7
N 0.4301 1.5076 -2.7541 2.0 -4.1 -2.0
C 0.3155 0.2872 -1.8330 1.4 -0.3 -2.7
N -0.2941 0.3161 -0.6178 0.3 1.0 -1.1
C -0.8755 1.6887 -0.2086 -0.7 0.7 0.7
C -2.3133 1.8692 -0.9788 -0.2 0.3 0.9
C -3.3256 2.8385 -0.0708 1.5 0.2 -0.2
C -0.4476 -0.7724 0.4035 -0.2 0.1 1.4
C 0.7955 -0.6491 1.4899 -0.9 0.3 1.3
O 1.8343 0.3177 1.0054 1.0 -1.3 4.1
C 2.7075 0.5593 2.1836 4.7 5.9 -1.6
O 3.6139 1.5740 2.1231 -6.5 -7.3 0.3
H 2.5816 -3.5734 1.7281 -1.4 -1.7 -1.3
H 0.7708 -3.8895 1.1880 2.3 -0.8 0.0
H 1.8847 -5.3776 1.5248 0.2 2.1 -1.1
H 1.4064 -4.7143 -1.1112 1.9 1.0 1.2
H 3.2472 -4.8494 -0.6840 -2.0 1.8 0.3
H 3.3980 -2.6573 -1.7715 -2.2 0.2 1.5
H 2.5953 -1.8257 -0.2821 -0.6 -1.6 -1.4
H 1.4298 -2.9147 -3.1122 -0.8 1.4 2.1
H 0.1428 -2.9096 -1.7434 2.1 1.7 -0.7
H 1.9136 -0.9058 -4.4594 -0.7 -0.3 1.6
H 2.4152 2.0104 -5.3398 -1.3 -0.5 0.6
H -0.1067 2.5646 -0.3960 -1.5 -2.0 0.1
H -1.0513 1.6778 0.9722 0.4 -0.3 -2.6
H -2.1063 2.3252 -2.0403 -0.6 -1.2 2.0
H -2.8155 0.7989 -1.0123 1.1 2.2 -0.2
H -2.9855 2.6791 1.0485 -1.2 0.3 -2.1
H -3.0894 3.9832 -0.3136 -0.8 -2.6 0.5
H -4.4468 2.5614 -0.2642 2.3 0.7 0.5
H -0.6255 -1.8507 -0.0064 0.7 2.2 0.5
H -1.4278 -0.5051 1.0322 2.1 -0.6 -1.7
H 0.3664 -0.1496 2.4827 0.6 -1.2 -2.2
H 1.2505 -1.6757 1.8176 -0.8 1.9 -1.0
H 2.6220 -0.1082 3.1637 -0.1 1.2 -2.3
C -3.3999 3.5533 4.2507 -0.2 0.2 0.1
O -4.4942 3.3861 3.3682 -0.5 0.1 -0.1
H -2.5474 2.9851 3.8713 -0.2 0.1 0.0
H -3.1338 4.6117 4.3063 0.2 -0.1 0.2
H -3.6702 3.1820 5.2423 0.3 0.0 0.1
H -5.2350 3.9012 3.7307 0.4 -0.3 -0.3